Entry 1:
21
Properties=species:S:1:pos:R:3:nbo_charge:R:1 method="wB97M-V/def2-TZVPD" homo_energy_ha=-0.338 smiles=CCC.CCN e_above_lowest_ev=0.3120 e_lumo_ev=1.134
C -2.163 1.694 0.943 -0.61
C -1.495 0.326 0.760 -0.40
C -2.038 -0.707 1.731 -0.60
H -3.088 1.716 0.376 0.20
H -1.543 2.567 0.728 0.22
H -2.525 1.792 1.973 0.20
H -0.406 0.391 0.751 0.20
H -1.741 -0.021 -0.245 0.19
H -1.653 -1.721 1.559 0.21
H -1.803 -0.472 2.779 0.20
H -3.124 -0.712 1.688 0.20
C 1.528 -1.337 -0.906 -0.62
C 2.143 -0.353 -1.898 -0.22
N 2.825 0.739 -1.189 -0.84
H 0.452 -1.201 -0.855 0.21
H 1.713 -2.382 -1.130 0.21
H 1.897 -1.108 0.094 0.20
H 2.825 -0.847 -2.596 0.17
H 1.338 0.089 -2.486 0.18
H 3.577 1.152 -1.732 0.36
H 3.280 0.395 -0.347 0.35

Entry 2:
22
Properties=species:S:1:pos:R:3:nbo_charge:R:1 method="wB97M-V/def2-TZVPD" homo_energy_ha="-0.129 / -0.330" e_above_lowest_ev=2.5805 s_squared=0.751 e_lumo_ev="0.936 / 0.825" multiplicity=2
N -0.255 0.315 -2.283 -1.02
C -0.231 -1.038 -1.647 -0.32
C 0.498 -0.959 -0.275 -0.23
N -0.241 -0.112 0.621 -0.47
C 0.586 0.602 1.642 -0.22
C 1.109 1.895 1.012 -0.63
C -1.429 -0.834 1.217 -0.44
H 0.440 0.478 -3.029 0.36
H -1.241 0.329 -2.862 0.12
H -0.106 1.011 -1.537 0.41
H -1.256 -1.394 -1.605 0.22
H 0.354 -1.725 -2.263 0.22
H 1.438 -0.423 -0.470 0.20
H 0.680 -1.996 0.022 0.18
H 1.361 -0.098 1.972 0.18
H 0.066 0.779 2.584 0.20
H 0.430 2.459 0.375 0.22
H 1.354 2.623 1.796 0.22
H 1.931 1.569 0.361 0.20
H -1.422 -0.773 2.310 0.19
H -1.396 -1.881 0.942 0.20
H -2.236 -0.139 0.965 0.22

Entry 3:
22
Properties=species:S:1:pos:R:3:nbo_charge:R:1 method="wB97M-V/def2-TZVPD" homo_energy_ha=-0.434 e_above_lowest_ev=1.3669 total_charge=+1 e_lumo_ev=-3.091
C -1.450 -1.713 0.378 -0.56
C -0.756 -1.088 1.334 -0.02
N -0.983 0.157 1.860 -0.61
C -0.008 0.866 2.663 -0.41
H -2.315 -1.247 -0.085 0.21
H -1.204 -2.740 0.149 0.23
H 0.069 -1.615 1.804 0.21
H -1.738 0.703 1.478 0.39
H -0.508 1.503 3.387 0.23
H 0.593 0.156 3.222 0.22
H 0.670 1.497 2.076 0.16
C 0.703 -0.829 -2.205 -0.42
N 0.881 0.187 -1.122 -0.52
C 0.547 1.583 -1.545 -0.42
H 0.754 -1.811 -1.754 0.25
H -0.284 -0.680 -2.639 0.23
H 1.475 -0.682 -2.953 0.23
H 1.847 0.156 -0.796 0.43
H 0.299 -0.108 -0.321 0.47
H 1.079 1.792 -2.469 0.24
H 0.854 2.268 -0.763 0.24
H -0.522 1.644 -1.699 0.23

Entry 4:
22
Properties=species:S:1:pos:R:3:nbo_charge:R:1 method="wB97M-V/def2-TZVPD" homo_energy_ha=-0.433 smiles=CNCCCC[NH3+] e_above_lowest_ev=4.0397 total_charge=+1 e_lumo_ev=-3.756
C -1.417 -2.231 0.636 -0.41
N -1.839 -0.763 0.241 -0.67
C -1.397 -0.070 -0.999 -0.26
C -0.581 1.207 -0.858 -0.42
C 0.384 1.345 0.369 -0.50
C 1.814 1.295 0.133 -0.20
N 2.100 -0.328 0.318 -0.75
H -1.404 -2.526 1.694 0.21
H -0.450 -2.405 0.338 0.15
H -2.078 -2.895 0.125 0.21
H -1.841 -0.282 1.168 0.37
H -0.918 -0.761 -1.772 0.19
H -2.316 -0.046 -1.686 0.23
H 0.018 1.208 -1.802 0.22
H -1.246 2.215 -0.717 0.25
H -0.027 0.837 1.236 0.23
H 0.265 2.360 0.751 0.26
H 2.623 1.977 0.585 0.27
H 1.894 1.677 -0.936 0.25
H 1.811 -0.799 -0.601 0.47
H 1.503 -0.652 1.088 0.44
H 3.104 -0.362 0.688 0.46

Entry 5:
22
Properties=species:S:1:pos:R:3:nbo_charge:R:1 method="wB97M-V/def2-TZVPD" homo_energy_ha=-0.528 smiles=CCC[NH2+]CCN e_above_lowest_ev=0.2087 total_charge=+1 e_lumo_ev=-2.743
C 0.080 -2.390 -1.813 -0.63
C 0.460 -2.049 -0.358 -0.43
C 0.962 -0.618 -0.196 -0.21
N -0.192 0.317 -0.331 -0.53
C 0.083 1.765 -0.084 -0.23
C -0.079 1.989 1.409 -0.25
N -1.383 1.471 1.781 -0.87
H -0.976 -2.248 -2.025 0.22
H 0.651 -1.724 -2.465 0.20
H 0.354 -3.412 -2.049 0.25
H 1.210 -2.734 0.020 0.25
H -0.365 -2.140 0.358 0.21
H 1.657 -0.313 -0.971 0.22
H 1.429 -0.434 0.763 0.22
H -0.955 0.120 0.346 0.46
H -0.585 0.183 -1.263 0.43
H 1.092 2.010 -0.417 0.23
H -0.628 2.327 -0.685 0.23
H 0.671 1.409 1.942 0.21
H 0.041 3.046 1.639 0.22
H -2.115 2.155 1.623 0.38
H -1.413 1.270 2.775 0.39

Entry 6:
22
Properties=species:S:1:pos:R:3:nbo_charge:R:1 method="wB97M-V/def2-TZVPD" homo_energy_ha=-0.548 smiles=CC[C@](C)([NH3+])CN e_above_lowest_ev=1.7462 total_charge=+1 e_lumo_ev=-2.921
C 1.861 -1.128 -0.010 -0.61
C 0.950 -0.227 0.796 -0.42
C -0.006 0.537 -0.079 0.13
C 0.627 1.660 -0.763 -0.64
N -1.059 0.908 0.924 -0.76
C -0.941 -0.396 -0.984 -0.25
N -1.839 -1.069 -0.010 -0.84
H 2.086 -0.647 -0.903 0.22
H 1.203 -2.079 -0.106 0.20
H 2.657 -1.627 0.652 0.26
H 0.362 -0.792 1.504 0.20
H 1.533 0.540 1.346 0.22
H -0.122 2.513 -1.110 0.24
H 1.363 2.094 -0.075 0.23
H 1.165 1.206 -1.582 0.24
H -1.644 1.805 0.776 0.44
H -0.579 1.070 1.824 0.42
H -1.716 -0.008 0.999 0.46
H -0.388 -1.101 -1.525 0.22
H -1.658 0.036 -1.692 0.23
H -1.296 -1.869 0.561 0.39
H -2.559 -1.428 -0.543 0.40